Molecular formula: C40H37GeN2O7PY
Method: DFT, ωB97M-V/def2-TZVPD

The geometry in XYZ format:
```
89
Properties=species:S:1:pos:R:3:mulliken_charge:R:1
Y 0.575 0.554 -0.967 0.033
O -1.081 1.835 -4.357 -0.753
C -1.434 1.407 -3.268 0.254
O -0.923 0.410 -2.629 -0.501
C -2.559 2.112 -2.491 -1.044
P -2.201 1.852 -0.702 1.635
C -3.170 3.177 0.109 0.305
C -4.562 3.222 0.054 -0.522
C -5.255 4.268 0.642 -0.660
C -4.562 5.279 1.296 -0.432
C -3.179 5.236 1.367 -0.682
C -2.486 4.185 0.780 -0.174
C -3.168 0.358 -0.272 0.387
C -3.645 -0.538 -1.223 -0.504
C -4.275 -1.712 -0.832 -0.450
C -4.428 -2.007 0.513 -0.560
C -3.943 -1.123 1.469 -0.612
C -3.312 0.047 1.083 -0.438
H -3.531 1.715 -2.790 0.510
H -2.562 3.178 -2.723 0.453
H -5.103 2.426 -0.445 0.328
H -6.337 4.294 0.596 0.401
H -5.103 6.093 1.762 0.369
H -2.637 6.011 1.894 0.387
H -1.410 4.117 0.876 0.371
H -3.490 -0.353 -2.279 0.147
H -4.627 -2.407 -1.585 0.383
H -4.902 -2.931 0.817 0.371
H -4.033 -1.359 2.522 0.433
H -2.902 0.718 1.829 0.265
C 0.693 4.263 -2.768 -1.300
C 1.627 3.172 -3.145 0.298
N 1.753 2.015 -2.521 -0.247
C 2.625 1.253 -3.273 0.304
C 3.048 1.982 -4.345 -0.087
N 2.405 3.189 -4.240 -0.003
C 3.981 1.753 -5.474 0.464
O 4.579 0.590 -5.519 -0.566
O 4.150 2.634 -6.291 -0.657
C 2.883 -0.179 -2.902 0.817
O 3.758 -0.806 -3.512 -0.907
O 2.141 -0.618 -1.972 -0.168
H 0.444 4.192 -1.710 0.202
H -0.225 4.152 -3.350 0.195
H 1.123 5.244 -2.965 0.490
H 2.501 3.920 -4.928 0.221
H 4.306 -0.001 -4.734 0.462
C -0.524 2.072 3.694 -0.952
O -1.102 1.892 2.425 -0.206
H -1.001 1.447 4.461 0.278
H -0.639 3.117 3.995 0.250
H 0.545 1.832 3.692 0.302
H -0.633 1.115 1.992 -0.234
C 0.640 0.037 1.198 -0.675
Ge 1.304 -1.737 1.410 1.386
C 3.282 -1.884 1.292 -0.032
C 3.981 -2.222 0.135 0.121
C 5.371 -2.188 0.099 -0.862
C 6.093 -1.820 1.225 -0.429
C 5.414 -1.488 2.392 -0.691
C 4.027 -1.526 2.419 -0.255
C 0.572 -2.826 -0.071 -0.629
C 1.155 -4.004 -0.537 0.209
C 0.666 -4.652 -1.662 -0.663
C -0.415 -4.125 -2.360 -0.817
C -1.013 -2.960 -1.911 -0.525
C -0.525 -2.332 -0.771 0.414
C 0.856 -2.677 3.103 -0.077
C 1.567 -3.767 3.603 -0.119
C 1.189 -4.391 4.785 -0.672
C 0.088 -3.929 5.493 -0.406
C -0.629 -2.841 5.013 -0.643
C -0.244 -2.223 3.830 -0.348
H 1.255 0.651 1.884 0.805
H 3.442 -2.495 -0.764 0.343
H 5.885 -2.444 -0.820 0.427
H 7.175 -1.795 1.197 0.369
H 5.965 -1.202 3.281 0.377
H 3.512 -1.269 3.341 0.344
H 2.023 -4.412 -0.027 0.408
H 1.140 -5.562 -2.010 0.372
H -0.777 -4.617 -3.254 0.379
H -1.849 -2.525 -2.447 0.353
H -1.056 -1.460 -0.381 0.314
H 2.439 -4.128 3.067 0.317
H 1.757 -5.236 5.158 0.386
H -0.207 -4.413 6.417 0.350
H -1.486 -2.471 5.565 0.402
H -0.790 -1.363 3.454 0.109
```

## Properties
Total charge ... -1
Energy above the lowest of the compared OMol25 structures with the same formula, charge and spin ... 0.622 eV
Electronic energy ... -126246.91340 eV
Gap between HOMO and LUMO ... 5.86 eV
Highest occupied orbital energy ... -3.64 eV



Molecular formula: C34H14Cl3F15GeN2OS3SiYb
Method: DFT, ωB97M-V/def2-TZVPD

The geometry in XYZ format:
```
75
Properties=species:S:1:pos:R:3:mulliken_charge:R:1
Yb 0.974 -0.423 0.011 -0.049
C -1.054 -2.142 3.006 -1.432
C -1.426 -1.006 2.109 0.679
N -1.453 -1.156 0.826 0.023
N -2.199 -0.297 0.084 -0.640
C -1.955 0.517 -0.866 0.799
S -0.478 1.220 -1.458 -0.572
S -3.443 0.873 -1.807 -0.187
C -3.312 2.675 -2.131 -0.985
C -4.133 3.458 -1.150 0.536
C -5.404 3.901 -1.502 -0.483
C -6.189 4.598 -0.596 -0.526
C -5.706 4.860 0.677 -0.471
C -4.445 4.408 1.042 -0.480
C -3.663 3.709 0.136 -0.122
C -1.606 0.332 2.694 0.515
C -2.561 0.723 3.616 -0.610
C -2.581 2.028 4.087 -0.777
C -1.632 2.933 3.624 -0.484
C -0.658 2.551 2.718 -1.058
C -0.610 1.235 2.244 0.742
O 0.335 0.797 1.452 0.462
H -1.757 -2.155 3.842 0.472
H -0.060 -1.995 3.435 0.156
H -1.076 -3.096 2.483 0.304
H -3.672 2.823 -3.147 0.471
H -2.250 2.909 -2.082 0.372
H -5.781 3.691 -2.497 0.328
H -7.174 4.940 -0.888 0.358
H -6.315 5.410 1.385 0.366
H -4.067 4.596 2.037 0.394
H -2.682 3.352 0.432 0.352
H -3.311 0.014 3.949 0.439
H -3.337 2.343 4.794 0.384
H -1.646 3.958 3.976 0.421
H 0.093 3.245 2.361 0.433
Cl -0.287 -2.088 -1.780 -0.085
Si 0.274 -3.525 -0.296 0.125
Cl 2.562 -2.424 -0.701 -0.259
Cl 0.731 -5.170 -1.473 -0.274
F 2.089 -1.474 2.121 -0.090
C 3.194 -2.273 2.124 1.074
C 4.351 -1.824 1.515 -1.706
C 5.394 -2.725 1.462 1.145
F 6.550 -2.369 0.888 -0.323
C 5.292 -4.010 1.972 0.120
F 6.320 -4.858 1.893 -0.325
C 4.113 -4.418 2.566 0.698
F 4.001 -5.653 3.053 -0.329
C 3.048 -3.538 2.649 -0.281
F 1.897 -3.925 3.206 -0.315
Ge 4.476 0.000 0.602 0.902
S 2.985 1.480 0.706 -0.649
C 6.117 0.704 1.534 -0.251
C 6.430 0.418 2.852 0.268
F 5.740 -0.507 3.536 -0.288
C 7.446 1.065 3.535 -0.042
F 7.731 0.745 4.801 -0.308
C 8.160 2.063 2.900 0.682
F 9.132 2.701 3.551 -0.313
C 7.855 2.403 1.593 0.005
F 8.538 3.381 0.991 -0.306
C 6.842 1.726 0.941 0.275
F 6.553 2.080 -0.317 -0.343
C 4.943 -0.353 -1.342 0.003
C 3.965 -0.305 -2.329 -0.016
F 2.688 0.038 -2.038 0.044
C 4.221 -0.594 -3.655 -0.096
F 3.246 -0.594 -4.562 -0.301
C 5.516 -0.892 -4.039 0.592
F 5.786 -1.177 -5.311 -0.317
C 6.533 -0.872 -3.104 0.148
F 7.790 -1.112 -3.489 -0.310
C 6.235 -0.608 -1.778 0.659
F 7.257 -0.592 -0.915 -0.343
```

## Properties
⟨S²⟩ ... 0.751
Total charge ... -1
2S+1 ... 2
Energy above the lowest of the compared OMol25 structures with the same formula, charge and spin ... 3.026 eV
Electronic energy ... -247277.26879 eV
Gap between HOMO and LUMO (spin up / spin down) ... 7.54 / 7.53 eV
Highest occupied orbital energy (spin up / spin down) ... -5.56 / -5.56 eV



Question: Which formula does entry 1 have?
Answer: C40H37GeN2O7PY



Question: The highest electronic energy belongs to which entry?
Answer: C40H37GeN2O7PY



Question: What is the formula in the first record?
Answer: C40H37GeN2O7PY



Question: Look up the total charge of the second one.
Answer: -1